{
  "formula": "C2H9PSi",
  "method": "ωB97M-V/def2-TZVPD",
  "species": ["C", "C", "Si", "P", "H", "H", "H", "H", "H", "H", "H", "H", "H"],
  "xyz": [[0.172950, -1.357313, 0.430841], [1.283957, 0.882030, -1.136544], [-0.018181, 0.545633, 0.231014], [-2.032501, 0.828827, -0.728453], [0.717099, -1.524950, 1.358794], [-0.685203, -2.087551, 0.390230], [0.872288, -1.770162, -0.338390], [2.051416, 1.598061, -1.026603], [1.642662, -0.129615, -1.309817], [0.648769, 1.279062, -2.007824], [0.589846, 1.813764, 1.552389], [-1.510700, 1.677018, -1.770675], [-2.368254, 1.882690, 0.179242]],
  "atomic_forces_ev_per_a": [[0.23, -0.87, 0.14], [-2.61, -0.10, -0.98], [1.93, 1.26, 0.48], [-0.11, 0.67, 0.20], [-0.07, -0.27, 0.29], [0.46, 1.27, 0.30], [-0.48, 0.68, 0.34], [0.92, 0.58, 0.57], [0.40, 0.29, -0.61], [1.09, -0.91, 0.86], [-1.37, -2.37, -1.72], [-0.27, -0.12, 0.55], [-0.12, -0.10, -0.42]],
  "nbo_charge": [-1.12, -1.09, 1.08, -0.18, 0.24, 0.25, 0.24, 0.24, 0.23, 0.23, -0.15, 0.01, 0.02],
  "spin_multiplicity": 1,
  "largest_force_ev_per_a": 3.2,
  "total_charge": 0,
  "mol_weight_g_mol": 92.2,
  "e_tot_ev": -19384.5273,
  "lumo_energy_ha": 0.0209,
  "relative_energy_ev": 1.903,
  "orbital_gap_ev": 10.07
}

=====

{
  "formula": "C2HBeF6NO5S2",
  "method": "ωB97M-V/def2-TZVPD",
  "species": ["Be", "N", "S", "O", "O", "C", "F", "F", "F", "S", "O", "C", "F", "F", "F", "O", "H", "O"],
  "xyz": [[2.165973, -0.622509, 0.216878], [-0.753660, -0.862320, 0.704361], [-0.103466, 0.546131, 1.024258], [-0.661178, 1.138072, 2.221530], [1.382675, 0.591349, 0.908192], [-0.672832, 1.612588, -0.401167], [-1.980069, 1.753008, -0.336831], [-0.334662, 1.044980, -1.541158], [-0.087861, 2.788778, -0.294153], [-0.016975, -2.179854, 0.214100], [-0.856252, -2.943344, -0.687327], [0.133241, -3.197052, 1.775855], [0.978044, -2.611193, 2.602132], [-1.051208, -3.296303, 2.341627], [0.578760, -4.394388, 1.451857], [3.442529, -0.457167, -0.348003], [4.222360, -0.944923, -0.085056], [1.438850, -1.991026, -0.228178]],
  "atomic_forces_ev_per_a": [[-0.03, -0.10, -0.41], [1.16, -0.04, -0.17], [-1.71, 0.78, 1.62], [0.97, -0.80, -1.69], [-0.53, -0.80, -0.16], [0.08, -0.14, 0.48], [-0.17, -0.05, 0.02], [0.16, -0.23, -0.31], [0.13, 0.20, 0.03], [-0.72, -0.89, -1.45], [1.45, 1.10, 1.27], [-0.22, 0.05, -0.54], [0.32, 0.30, 0.26], [-0.14, 0.03, 0.04], [0.12, -0.15, -0.06], [1.67, 0.33, 0.07], [0.00, 0.07, -0.29], [-2.52, 0.36, 1.27]],
  "nbo_charge": [1.71, -1.18, 2.20, -0.85, -1.06, 0.76, -0.29, -0.30, -0.29, 2.17, -0.84, 0.76, -0.30, -0.29, -0.29, -1.35, 0.49, -1.05],
  "spin_multiplicity": 1,
  "largest_force_ev_per_a": 2.8,
  "total_charge": 0,
  "mol_weight_g_mol": 306.2,
  "e_tot_ev": -52196.4878,
  "lumo_energy_ha": 0.0069,
  "orbital_gap_ev": 11.33
}

=====

{
  "formula": "C2HBr2Cl3",
  "method": "ωB97M-V/def2-TZVPD",
  "species": ["C", "C", "Cl", "Cl", "Cl", "Br", "Br", "H"],
  "xyz": [[-0.933957, 0.404017, -0.763280], [1.891548, 1.983523, 1.117875], [2.706055, 2.655745, -0.185467], [2.919946, 0.706678, 1.836435], [1.313694, 3.179721, 2.249141], [-2.160951, 1.531645, -1.467789], [0.715574, -0.003601, -1.599375], [-0.899504, 0.378811, 0.274556]],
  "atomic_forces_ev_per_a": [[1.15, -0.51, -1.17], [1.30, -0.22, 1.51], [0.00, 0.48, -1.11], [-1.12, 0.47, -0.12], [-0.17, -0.66, -0.25], [-0.46, 0.50, -0.57], [-0.79, 0.14, 0.10], [0.09, -0.20, 1.61]],
  "nbo_charge": [-0.43, -0.16, 0.09, 0.01, 0.05, 0.16, 0.09, 0.19],
  "spin_multiplicity": 1,
  "largest_force_ev_per_a": 2.0,
  "total_charge": 0,
  "mol_weight_g_mol": 291.2,
  "e_tot_ev": -179738.6199,
  "lumo_energy_ha": [-0.0213, -0.0553],
  "relative_energy_ev": 3.603,
  "orbital_gap_ev": [8.77, 6.91]
}

=====

{
  "formula": "C2HBr2I",
  "method": "ωB97M-V/def2-TZVPD",
  "species": ["C", "C", "Br", "Br", "I", "H"],
  "xyz": [[-0.953434, 0.344939, -0.020838], [-0.168756, -0.705678, 0.122631], [-0.140424, 2.095604, 0.005306], [0.193739, -2.476234, 0.008873], [3.003493, 0.306217, 0.147474], [-1.934618, 0.435153, -0.263447]],
  "atomic_forces_ev_per_a": [[3.96, -1.03, 0.53], [0.01, 1.21, -0.28], [-0.28, -0.24, 0.13], [-0.52, 0.37, 0.10], [-0.35, -0.15, 0.02], [-2.82, -0.15, -0.51]],
  "nbo_charge": [-0.38, -0.08, 0.07, 0.25, -0.08, 0.23],
  "spin_multiplicity": 1,
  "largest_force_ev_per_a": 4.1,
  "total_charge": 0,
  "mol_weight_g_mol": 311.7,
  "e_tot_ev": -150271.9726,
  "lumo_energy_ha": [-0.1009, -0.0502],
  "relative_energy_ev": 1.210,
  "orbital_gap_ev": [6.31, 8.28]
}

=====

{
  "formula": "C2HBr2NO3P",
  "method": "ωB97M-V/def2-TZVPD",
  "species": ["C", "C", "N", "O", "O", "O", "P", "Br", "Br", "H"],
  "xyz": [[1.786525, 0.804581, 1.203899], [-0.474453, -2.014713, -1.551608], [2.423850, 0.269689, 1.981080], [-0.801143, 2.015174, 1.641364], [-0.780006, 2.098317, -1.001798], [1.254057, 1.278982, 0.202812], [-0.410854, 1.589982, 0.318483], [-0.956930, -0.641425, 0.191599], [-2.237752, -2.637237, -2.028058], [0.196706, -2.763351, -0.957773]],
  "atomic_forces_ev_per_a": [[1.52, -1.06, 1.08], [1.76, 0.34, -0.31], [0.98, -0.77, 1.83], [-0.01, 0.22, 1.18], [0.07, 0.41, 0.28], [-2.06, 2.00, -2.23], [-0.06, -0.37, -2.68], [-0.44, -0.92, 0.77], [0.18, -0.55, 0.42], [-1.94, 0.69, -0.34]],
  "nbo_charge": [0.56, -0.52, -0.47, -1.07, -1.08, -0.72, 2.29, -0.09, -0.05, 0.15],
  "spin_multiplicity": 1,
  "largest_force_ev_per_a": 3.6,
  "total_charge": -1,
  "mol_weight_g_mol": 277.8,
  "e_tot_ev": -159097.2892,
  "lumo_energy_ha": 0.1092,
  "relative_energy_ev": 0.394,
  "orbital_gap_ev": 7.65
}

=====

{
  "formula": "C2HBrCl2O",
  "method": "ωB97M-V/def2-TZVPD",
  "species": ["C", "C", "O", "Cl", "Cl", "Br", "H"],
  "xyz": [[1.587500, 0.629215, -0.705330], [-1.999801, -0.826346, 0.111404], [2.629449, 1.130456, -0.998148], [1.392372, -0.507601, 0.576399], [-1.887585, -2.084465, 1.161467], [-2.357276, 0.901996, 0.982205], [0.635340, 0.756747, -1.127994]],
  "atomic_forces_ev_per_a": [[2.19, 0.50, 0.04], [-0.11, 1.48, -0.72], [-1.05, -0.40, 0.17], [0.19, -0.69, 0.86], [-0.08, -0.44, 0.87], [0.18, -1.04, -0.15], [-1.32, 0.59, -1.08]],
  "nbo_charge": [0.38, -0.15, -0.47, -0.05, 0.12, 0.02, 0.15],
  "spin_multiplicity": 1,
  "largest_force_ev_per_a": 2.2,
  "total_charge": 0,
  "mol_weight_g_mol": 191.8,
  "e_tot_ev": -99221.5840,
  "lumo_energy_ha": -0.0531,
  "relative_energy_ev": 2.716,
  "orbital_gap_ev": 8.23
}

=====

{
  "formula": "C2HBrClNO2",
  "method": "ωB97M-V/def2-TZVPD",
  "species": ["O", "C", "O", "N", "C", "Cl", "Br", "H"],
  "xyz": [[-0.508135, -0.673665, -2.618611], [-0.398492, -0.200502, -1.536728], [0.817084, -0.008411, -0.999399], [0.694687, 0.681903, 0.186944], [0.309269, 0.236748, 1.282000], [0.252527, 1.424610, 2.530476], [-0.102191, -1.546105, 1.801917], [-1.064748, 0.085423, -0.646599]],
  "atomic_forces_ev_per_a": [[-0.66, 0.41, 0.42], [-0.81, -0.62, 0.84], [1.30, -0.57, 0.83], [0.84, 1.83, -0.31], [0.21, -0.62, 0.37], [-0.13, -0.34, 0.19], [0.00, 0.32, -0.30], [-0.75, -0.42, -2.03]],
  "nbo_charge": [-0.51, 0.64, -0.34, -0.18, 0.09, 0.09, 0.10, 0.11],
  "spin_multiplicity": 1,
  "largest_force_ev_per_a": 2.2,
  "total_charge": 0,
  "mol_weight_g_mol": 186.4,
  "e_tot_ev": -90237.2626,
  "lumo_energy_ha": 0.0013,
  "relative_energy_ev": 0.768,
  "smiles": "O=CO/N=C(/Cl)Br",
  "orbital_gap_ev": 10.80
}

=====

{
  "formula": "C2HBrF2O",
  "method": "ωB97M-V/def2-TZVPD",
  "species": ["C", "C", "O", "F", "F", "Br", "H"],
  "xyz": [[-1.409748, 0.427398, 0.194317], [1.408047, -0.282096, -0.585106], [-1.917990, -0.437122, -0.315065], [-1.141608, 1.636798, -0.371652], [0.856320, -1.454637, -0.336305], [3.194878, -0.244476, 0.043787], [-0.989897, 0.354135, 1.370022]],
  "atomic_forces_ev_per_a": [[3.63, 3.70, 5.47], [-0.83, -0.56, -0.09], [-2.61, -3.74, -2.88], [-0.27, -0.62, 0.42], [1.02, 0.77, -0.02], [0.00, -0.34, 0.10], [-0.94, 0.78, -3.01]],
  "nbo_charge": [0.75, 0.30, -0.50, -0.35, -0.33, 0.03, 0.10],
  "spin_multiplicity": 1,
  "largest_force_ev_per_a": 7.5,
  "total_charge": 0,
  "mol_weight_g_mol": 158.9,
  "e_tot_ev": -79611.5518,
  "lumo_energy_ha": -0.0385,
  "relative_energy_ev": 3.063,
  "orbital_gap_ev": 9.22
}

=====

{
  "formula": "C2HBrF2O",
  "method": "ωB97M-V/def2-TZVPD",
  "species": ["C", "C", "O", "F", "F", "Br", "H"],
  "xyz": [[-0.231860, 0.957361, -0.757895], [0.010250, -0.567944, 0.605269], [-0.198613, 0.620421, -1.863027], [-1.141084, -0.716129, 1.207201], [0.912737, -0.194707, 1.514771], [0.539638, -2.020677, -0.506163], [0.108933, 1.921674, -0.200155]],
  "atomic_forces_ev_per_a": [[-2.63, 3.11, 4.39], [1.11, -0.08, 0.31], [1.17, -1.21, -3.70], [0.00, 0.11, -0.40], [-0.27, -0.20, -0.41], [-0.03, -0.11, 0.42], [0.66, -1.62, -0.62]],
  "nbo_charge": [0.10, 0.64, -0.42, -0.30, -0.31, 0.09, 0.20],
  "spin_multiplicity": 3,
  "largest_force_ev_per_a": 6.0,
  "total_charge": 0,
  "mol_weight_g_mol": 158.9,
  "e_tot_ev": -79609.9290,
  "lumo_energy_ha": [0.0211, -0.0982],
  "relative_energy_ev": 0.706,
  "s2": 2.009,
  "orbital_gap_ev": [7.20, 8.80]
}

=====

{
  "formula": "C2HBrF2S",
  "method": "ωB97M-V/def2-TZVPD",
  "species": ["C", "C", "F", "F", "S", "Br", "H"],
  "xyz": [[-0.171229, 0.244064, -0.494347], [-0.891818, -1.010700, -0.043914], [-0.951094, 1.388323, -0.586857], [-0.836477, -2.178995, -0.662209], [0.037893, -0.393366, 1.245236], [2.170936, 1.810283, 1.924646], [0.641790, 0.140391, -1.382556]],
  "atomic_forces_ev_per_a": [[-0.81, -1.11, -1.41], [1.03, 1.42, -1.07], [1.11, -1.11, -0.07], [0.00, 0.02, 0.16], [0.47, 0.50, 0.00], [-0.12, -0.32, -0.19], [-1.69, 0.59, 2.60]],
  "nbo_charge": [0.04, 0.19, -0.33, -0.29, 0.31, -0.15, 0.23],
  "spin_multiplicity": 1,
  "largest_force_ev_per_a": 3.2,
  "total_charge": 0,
  "mol_weight_g_mol": 175.0,
  "e_tot_ev": -88398.4134,
  "lumo_energy_ha": [-0.1318, -0.0501],
  "relative_energy_ev": 3.529,
  "orbital_gap_ev": [5.41, 9.46]
}

=====

{
  "formula": "C2HBrF2S",
  "method": "ωB97M-V/def2-TZVPD",
  "species": ["F", "C", "F", "Br", "C", "S", "H"],
  "xyz": [[-0.917899, 1.098719, 0.874690], [-0.440080, -0.047220, 0.401538], [-0.330196, -0.890624, 1.436089], [-1.825578, -0.819003, -0.822431], [0.823277, 0.073122, -0.376956], [1.361844, 1.460232, -0.983621], [1.328635, -0.875226, -0.529310]],
  "atomic_forces_ev_per_a": [[0.14, 0.08, -0.10], [-1.22, -0.25, -0.07], [0.29, -0.11, 0.02], [0.48, 0.22, 0.29], [0.44, 0.66, -0.42], [-0.13, -0.51, 0.25], [0.00, -0.09, 0.04]],
  "nbo_charge": [-0.30, 0.63, -0.32, -0.03, -0.39, 0.19, 0.23],
  "spin_multiplicity": 1,
  "largest_force_ev_per_a": 1.2,
  "total_charge": 0,
  "mol_weight_g_mol": 175.0,
  "e_tot_ev": -88401.9426,
  "lumo_energy_ha": -0.0521,
  "relative_energy_ev": 0.000,
  "smiles": "FC(F)(Br)C=S",
  "orbital_gap_ev": 8.31
}

=====

{
  "formula": "C2HBrF2S",
  "method": "ωB97M-V/def2-TZVPD",
  "species": ["F", "C", "F", "Br", "C", "S", "H"],
  "xyz": [[-1.659304, -0.213371, -0.280021], [-0.444483, -0.488376, 0.191847], [-0.522821, -0.821989, 1.484289], [0.259870, -2.035186, -0.779341], [0.549039, 0.814973, -0.114789], [1.897697, 1.529062, 0.481054], [-0.079997, 1.214886, -0.983039]],
  "atomic_forces_ev_per_a": [[0.07, 0.20, 0.23], [2.58, 0.79, 0.42], [-0.19, 0.30, -0.21], [-0.06, 0.31, 0.03], [-1.77, -0.12, -0.79], [-2.08, -1.60, -0.54], [1.44, 0.11, 0.86]],
  "nbo_charge": [-0.32, 0.60, -0.31, 0.01, -0.36, 0.17, 0.20],
  "spin_multiplicity": 1,
  "largest_force_ev_per_a": 2.7,
  "total_charge": 0,
  "mol_weight_g_mol": 175.0,
  "e_tot_ev": -88401.2828,
  "lumo_energy_ha": -0.0470,
  "relative_energy_ev": 0.660,
  "smiles": "FC(F)(Br)C=S",
  "orbital_gap_ev": 8.31
}